A | A cluster of 2 separate species, CH3O4S in total, computed with wB97M-V/def2-TZVPD.

Summary:
Orbital gap in eV: 8.479
Highest occupied orbital energy in eV: -4.55

```
! RIJCOSX wB97M-V def2-TZVPD def2/J DEFGRID3
* xyz -1 1
C -1.519 0.217 -0.266
O 2.860 0.403 -0.173
O 1.160 -1.159 0.820
O -1.734 -0.432 0.769
O 0.468 0.973 -0.180
S 1.565 -0.090 -0.511
H -2.061 1.134 -0.261
H -1.028 -0.133 -1.126
H 0.290 -0.912 0.928
*
```

B | A structure of composition CH3O4S, computed with wB97M-V/def2-TZVPD.

Summary:
Orbital gap in eV: 8.858
Highest occupied orbital energy in eV: -4.78

```
! RIJCOSX wB97M-V def2-TZVPD def2/J DEFGRID3
* xyz -1 1
C 0.328 0.789 0.641
O 3.666 1.111 0.347
O 3.355 -0.675 -1.282
O 2.512 -1.039 0.946
O 0.990 0.689 -0.540
S 2.958 -0.086 -0.043
H 0.978 0.167 1.230
H -0.646 0.216 0.709
H 0.162 1.846 0.909
*
```

Energy ordering: A at the bottom, the next structure 0.0038 hartree above.

A | A structure of composition C3H4O, computed with wB97M-V/def2-TZVPD.

Summary:
Orbital gap in eV: 8.928
Highest occupied orbital energy in eV: -8.87

```
! RIJCOSX wB97M-V def2-TZVPD def2/J DEFGRID3
* xyz 0 1
C -0.132 0.271 0.035
C 1.066 0.866 0.011
C -0.731 -1.072 0.034
O -1.409 0.622 -0.027
H 1.114 1.932 -0.177
H 1.896 0.254 0.140
H -0.648 -1.379 -0.939
H -1.157 -1.493 0.924
*
```

B | A structure of composition C3H4O, computed with wB97M-V/def2-TZVPD.

Summary:
Orbital gap in eV: 9.573
Highest occupied orbital energy in eV: -8.66

```
! RIJCOSX wB97M-V def2-TZVPD def2/J DEFGRID3
* xyz 0 1
C 0.218 0.727 -0.103
C 0.045 -0.733 -0.022
C -1.316 0.776 -0.134
O -1.385 -0.517 -0.006
H 0.486 1.096 0.892
H 0.933 1.032 -0.888
H 0.439 -1.031 1.002
H 0.580 -1.351 -0.741
*
```

Energy ordering: A at the bottom, the next structure 0.0271 hartree above.

A | A structure of composition C2H7FSi, computed with wB97M-V/def2-TZVPD.

Summary:
Orbital gap in eV: 11.411
Highest occupied orbital energy in eV: -11.02

```
! RIJCOSX wB97M-V def2-TZVPD def2/J DEFGRID3
* xyz 0 1
C 0.279 1.573 0.253
C -0.974 -1.053 0.135
F -0.740 -2.657 -0.604
Si 0.707 -0.255 -0.120
H 1.205 1.975 0.622
H 0.060 1.968 -0.666
H -0.543 1.744 1.004
H -1.338 -1.602 1.018
H -1.633 -0.453 -0.562
H 1.019 -0.650 -1.586
H 1.957 -0.590 0.506
*
```

B | The molecule C2H7FSi, computed with wB97M-V/def2-TZVPD.

Summary:
Structure (SMILES): C[SiH2]CF
Orbital gap in eV: 11.411
Highest occupied orbital energy in eV: -10.34

```
! RIJCOSX wB97M-V def2-TZVPD def2/J DEFGRID3
* xyz 0 1
C 1.320 -0.988 0.091
Si 0.305 0.626 0.324
C -1.441 0.468 -0.462
F -2.161 -0.518 0.310
H 2.085 -0.845 -0.622
H 1.775 -1.237 0.972
H 0.708 -1.747 -0.234
H 0.305 0.909 1.726
H 0.620 1.788 -0.552
H -2.049 1.428 -0.127
H -1.466 0.115 -1.427
*
```

Energy ordering: B at the bottom, the next structure 0.0393 hartree above.